(a)
The following is a quantum chemistry calculation of an isolated molecule of C10H9N, from OMol25.

Output
HOMO energy (eV): -8.649
Orbital gap (eV): 8.862
Molar mass (u): 143.189

The geometry in ORCA input format:
```
! wB97M-V def2-TZVPD RIJCOSX def2/J DEFGRID3
* xyz 0 1
C 2.0475 1.9846 -0.0683
C 1.4055 0.6051 0.0741
C 2.2951 -0.4802 -0.0244
C 1.6852 -1.7372 -0.0323
N 0.3871 -1.9595 0.0417
C -0.4624 -0.9111 0.0311
C -1.9051 -1.1709 -0.0501
C -2.7371 -0.1504 -0.0169
C -2.3115 1.2260 0.0138
C -0.9320 1.4790 0.0643
C -0.0106 0.4107 0.0782
H 2.1637 2.5564 0.9867
H 1.4052 2.7152 -0.6885
H 3.1012 1.8980 -0.4314
H 3.4007 -0.2774 -0.1635
H 2.3571 -2.5632 -0.0040
H -2.1540 -2.2354 -0.0740
H -3.8541 -0.2895 -0.1116
H -3.1282 1.9750 -0.2248
H -0.4491 2.4031 0.0019
*
```

(b)
The following is a quantum chemistry calculation of an isolated molecule of C10H9N, from OMol25.

Output
HOMO energy (eV): -7.879
Orbital gap (eV): 8.698
Molar mass (u): 143.189

The geometry in ORCA input format:
```
! wB97M-V def2-TZVPD RIJCOSX def2/J DEFGRID3
* xyz 0 1
C -3.1009 -0.0468 -0.0455
C -2.5189 1.0423 -0.4535
C -1.0641 1.1119 -0.3776
C -0.3393 0.0783 0.0849
C 1.0367 0.0081 0.0639
C 2.0051 0.6709 0.8933
C 3.2954 0.4022 0.4731
C 3.1710 -0.4438 -0.5929
N 1.8431 -0.7049 -0.8118
C -1.1235 -1.1346 0.3862
C -2.4796 -1.1575 0.4525
H -4.2981 0.2103 -0.0053
H -3.0446 2.1135 -0.7502
H -0.6000 2.2810 -0.6346
H 1.7336 1.4023 1.8010
H 4.1822 0.6917 0.9344
H 3.7570 -0.9875 -1.2726
H 1.2970 -1.4508 -1.5616
H -0.6431 -2.0716 0.8562
H -3.1091 -2.0151 0.5602
*
```

(c)
The following is a quantum chemistry calculation of a structure of composition C10H9N, from OMol25.

Output
HOMO energy (eV): -8.527
Orbital gap (eV): 8.512
Molar mass (u): 143.189

The geometry in ORCA input format:
```
! wB97M-V def2-TZVPD RIJCOSX def2/J DEFGRID3
* xyz 0 1
C 1.8966 -1.0361 1.6867
C 0.8458 -0.0287 1.1411
C 0.0960 0.6820 1.9772
C -1.2132 1.2903 1.7534
C -1.6686 1.2035 0.4599
C -0.7935 0.6770 -0.6230
C -1.2028 0.4929 -1.9883
C -0.4352 -0.2634 -2.8488
C 0.5988 -0.9981 -2.4212
C 0.3633 -0.0692 -0.2615
H 1.2392 -2.2444 2.5012
H 2.3053 -0.1377 2.6865
H 2.8493 -1.3591 0.7616
H 0.4804 0.7806 2.9792
H -1.9255 1.7851 2.4437
H -2.5594 1.6982 0.2487
H -2.3211 0.6355 -2.2739
H -0.6686 -0.4666 -3.9755
H 1.0337 -1.7762 -3.0635
N 1.0794 -0.8655 -1.1837
*
```

Of them, (a) has the highest stability.

(a)
The following is a quantum chemistry calculation of a cluster of 3 separate species, C4H16NO2 in total, from OMol25.

Output
HOMO energy (eV): -14.927
Orbital gap (eV): 12.079
Molar mass (u): 110.177

The geometry in ORCA input format:
```
! wB97M-V def2-TZVPD RIJCOSX def2/J DEFGRID3
* xyz 1 1
C 2.3530 0.1745 0.9762
C 1.2307 0.5097 -0.0981
N 0.4722 -0.7106 -0.5213
C 1.1181 -1.6108 -1.5139
C 0.4515 1.7307 0.2512
H 2.0674 0.6097 1.9303
H 3.2679 0.7187 0.7707
H 2.3722 -0.9171 1.0228
H 1.8944 0.6981 -0.9457
H 0.4021 -1.2037 0.3809
H -0.5456 -0.6218 -0.6571
H 1.9779 -2.0694 -1.0208
H 0.3824 -2.3883 -1.7245
H 1.5358 -1.1452 -2.3996
H -0.0880 1.6305 1.2156
H -0.3290 2.0316 -0.4526
H 1.0894 2.5806 0.4667
H -3.1024 -0.2083 -0.5900
H -2.6518 0.3485 -2.0295
O -2.4938 -0.2887 -1.3244
H -3.6375 -0.7392 2.1594
H -4.1299 0.7282 2.3329
O -3.6370 0.1423 1.7709
*
```

(b)
The following is a quantum chemistry calculation of a cluster of 3 separate species, C4H16NO2 in total, from OMol25.

Output
HOMO energy (eV): -14.954
Orbital gap (eV): 12.103
Molar mass (u): 110.177

The geometry in ORCA input format:
```
! wB97M-V def2-TZVPD RIJCOSX def2/J DEFGRID3
* xyz 1 1
C -1.5972 0.9237 -1.1814
C -0.9834 0.4825 0.1250
N -0.3688 -0.8901 0.0853
C 0.8268 -0.9504 -0.8170
C 1.3704 -2.3541 -0.8635
H -0.9777 0.8121 -2.0684
H -1.8839 1.9749 -1.1351
H -2.5346 0.3865 -1.3251
H -0.2307 1.1302 0.5836
H -1.7270 0.4679 0.9186
H -1.0335 -1.6313 -0.1277
H 0.0494 -1.0600 1.0138
H 1.5620 -0.2661 -0.4383
H 0.5398 -0.6423 -1.8146
H 0.6474 -3.1035 -1.2029
H 2.2464 -2.4688 -1.4942
H 1.7113 -2.7211 0.1064
H 1.2072 0.1873 2.6403
H 0.2489 -0.4162 3.6302
O 0.5923 -0.5523 2.7374
H 0.8141 3.6538 -0.1118
H -0.6645 3.5492 0.1352
O 0.1854 3.4881 0.6044
*
```

Of them, (b) has the highest stability.

(a)
The following is a quantum chemistry calculation of a cluster of 3 separate species, C4H16NO2 in total, from OMol25.

Output
HOMO energy (eV): -14.437
Orbital gap (eV): 11.425
Molar mass (u): 110.177

The geometry in ORCA input format:
```
! wB97M-V def2-TZVPD RIJCOSX def2/J DEFGRID3
* xyz 1 1
C -0.1768 -0.6088 0.4345
C -0.0807 1.0161 0.7935
C -1.0159 1.1405 2.0920
C 1.3002 1.4176 0.8778
N 0.1724 -0.8294 -0.9821
H 0.3710 -1.2059 1.2466
H -1.2967 -0.9509 0.6697
H -0.5610 1.4572 -0.0620
H -2.0160 1.4122 1.8651
H -1.1236 0.4014 2.8664
H -0.5990 2.0018 2.6086
H 1.7349 1.3234 -0.1390
H 1.8660 0.6171 1.5281
H 1.6116 2.2926 1.4358
H 0.7888 -1.7813 -0.8671
H -0.6344 -0.7762 -1.6226
H 0.8301 -0.2202 -1.3818
H -0.3706 2.2479 -2.8879
H -1.8497 1.8278 -2.8819
O -1.0343 1.5366 -2.5048
H 0.3734 -4.3436 -0.3167
H 0.9227 -4.2142 -1.7828
O 0.7876 -3.7617 -0.9896
*
```

(b)
The following is a quantum chemistry calculation of a cluster of 3 separate species, C4H16NO2 in total, from OMol25.

Output
HOMO energy (eV): -15.113
Orbital gap (eV): 12.268
Molar mass (u): 110.177

The geometry in ORCA input format:
```
! wB97M-V def2-TZVPD RIJCOSX def2/J DEFGRID3
* xyz 1 1
C -0.6719 2.0215 -0.0609
C -1.1559 0.8327 -0.9540
N -0.2744 -0.3515 -0.4879
C -0.4827 -1.4639 0.6225
C -1.7255 -1.3403 1.4685
H -0.8230 3.1043 -0.3882
H 0.4689 1.9032 -0.0332
H -1.0464 1.9973 1.0377
H -2.1214 0.5822 -0.6523
H -0.9619 1.0546 -2.0247
H 0.7338 -0.0084 -0.5242
H -0.2697 -0.8466 -1.3336
H 0.3153 -1.1790 1.2843
H -0.3360 -2.5019 0.2216
H -2.7394 -1.3698 0.8350
H -1.7301 -2.1477 2.1924
H -1.7154 -0.2941 1.9437
H 2.8332 0.7645 2.3815
H 2.6521 1.5530 1.0622
O 2.3498 0.7653 1.4924
H 2.9916 -1.2158 -2.3890
H 1.6951 -0.8677 -3.3226
O 2.0140 -0.9918 -2.3712
*
```

Of them, (b) has the highest stability.

(a)
The following is a quantum chemistry calculation of a structure of composition C6H9O2, from OMol25.

Output
HOMO energy (eV): -3.652
Orbital gap (eV): 6.857
Molar mass (u): 113.136

The geometry in ORCA input format:
```
! wB97M-V def2-TZVPD RIJCOSX def2/J DEFGRID3
* xyz -1 1
O -1.5154 -2.4397 -2.1706
C -1.2963 -1.3678 -2.7391
O -2.1025 -0.5294 -3.2150
C -1.3317 0.5837 -0.3044
C 0.1639 0.4246 -0.1160
C 0.5676 -0.4728 0.9019
C 1.3690 -0.0516 1.9744
C 1.8512 1.2114 2.2033
H -1.6302 1.5590 -0.6339
H -1.9728 -0.0486 0.2822
H 0.7992 1.2195 -0.4874
H -0.7180 -0.1892 -0.9051
H 0.1007 -1.4501 0.8706
H 1.6845 -0.7858 2.7110
H -0.2230 -1.0144 -2.8920
H 2.6111 1.3031 2.9718
H 1.6426 2.0479 1.5483
*
```

(b)
The following is a quantum chemistry calculation of the ion C6H9O2 with charge -1, from OMol25.

Output
HOMO energy (eV): -3.844
Orbital gap (eV): 7.540
Molar mass (u): 113.136

The geometry in ORCA input format:
```
! wB97M-V def2-TZVPD RIJCOSX def2/J DEFGRID3
* xyz -1 1
C 1.2049 1.3352 -0.6403
C 0.1736 0.5607 -0.9217
C 0.0686 -0.3174 -2.1434
C -0.8830 0.3542 0.1306
C -0.5083 -0.8503 1.0132
C 0.0101 -0.4267 2.4396
O -0.2049 0.7323 2.8344
O 0.5580 -1.3651 3.0659
H 1.2732 1.8757 0.3017
H 2.1299 1.4957 -1.1922
H 0.8610 0.0025 -2.8248
H -0.9500 -0.3130 -2.5244
H 0.3237 -1.3496 -1.8843
H -1.0332 1.1931 0.8044
H -1.8441 0.1020 -0.3423
H -1.3907 -1.4578 1.2516
H 0.2113 -1.5715 0.6322
*
```

Of them, (b) has the highest stability.

(a)
The following is a quantum chemistry calculation of a cluster of 2 separate species, H2NO3S in total, from OMol25.

Output
HOMO energy (spin up / spin down) (eV): -1.951 / -1.739
Orbital gap (spin up / spin down) (eV): 5.681 / 5.476
Molar mass (u): 96.087

The geometry in ORCA input format:
```
! wB97M-V def2-TZVPD RIJCOSX def2/J DEFGRID3
* xyz -1 1
N -0.2111 1.6985 0.9031
O 1.1147 -1.5499 0.6323
O 0.1988 -1.6912 -1.6064
O -0.3845 0.8577 -0.2988
S -0.1100 -1.4995 -0.1789
H 0.7795 1.4474 1.0852
H -1.3874 0.7369 -0.5364
*
```

(b)
The following is a quantum chemistry calculation of a cluster of 2 separate species, H2NO3S in total, from OMol25.

Output
HOMO energy (spin up / spin down) (eV): -3.842 / -4.409
Orbital gap (spin up / spin down) (eV): 6.040 / 8.513
Molar mass (u): 96.087

The geometry in ORCA input format:
```
! wB97M-V def2-TZVPD RIJCOSX def2/J DEFGRID3
* xyz -1 1
N 0.1378 0.7843 0.6001
O 1.1441 -1.9428 0.7805
O -1.8681 -0.1622 -0.7656
O 0.1408 0.4982 -1.9804
S -0.4294 -0.2083 -0.8525
H -0.2021 0.2825 1.4490
H 1.0770 0.7484 0.7689
*
```

Of them, (a) has the highest stability.